Record 1
Below is a structure of composition C13H10BrIrNO5 in a non-equilibrium geometry, with properties calculated with ωB97M-V/def2-TZVPD.

Output
HOMO level (alpha / beta)   -0.5780 / -0.5780 Ha
ΔE to the lowest compared entry with this formula, charge and spin   0.0 kJ/mol
F_max   0.032 hartree/bohr
HOMO-LUMO gap (alpha / beta)   8.00 / 4.66 eV

```
! wB97M-V def2-TZVPD RIJCOSX def2/J DEFGRID3
* xyz 2 2
Ir 0.6513 -0.7114 0.9761
O -2.0499 -3.5543 1.5635
C -1.3868 -2.5743 1.6467
O -0.2071 -2.4260 0.9870
C -1.6606 -1.3980 2.5122
C -2.7264 -1.2938 3.3755
C -2.8254 -0.1473 4.1544
C -1.8563 0.8402 4.0371
C -0.8166 0.6705 3.1423
N -0.7334 -0.4380 2.3980
H -3.4434 -2.1019 3.4246
H -3.6466 -0.0264 4.8480
H -1.8972 1.7426 4.6300
H -0.0417 1.4147 3.0137
O 2.0352 -1.3357 2.3981
H 2.9585 -1.2390 2.1162
H 1.9491 -2.2204 2.7933
Br -1.3475 2.2085 -5.5418
C 0.1100 1.6530 -4.6078
C 1.3872 1.6794 -5.2215
C 2.4826 1.2539 -4.5134
C 2.3309 0.8026 -3.1958
C 1.0600 0.7789 -2.5902
C -0.0567 1.1971 -3.2776
C 0.9183 0.2682 -1.2249
O -0.2071 0.1972 -0.6338
O 1.9233 -0.1800 -0.5435
H 1.4791 2.0341 -6.2395
H 3.4635 1.2653 -4.9680
H 3.1928 0.4652 -2.6342
H -1.0392 1.1749 -2.8249
*
```



Record 2
Below is a structure of composition C5H4 in a non-equilibrium geometry, with properties calculated with ωB97M-V/def2-TZVPD.

Output
HOMO level   -0.3551 Ha
ΔE to the lowest compared entry with this formula, charge and spin   549.5 kJ/mol
F_max   0.056 hartree/bohr
HOMO-LUMO gap   8.65 eV

```
! wB97M-V def2-TZVPD RIJCOSX def2/J DEFGRID3
* xyz 0 1
C -0.1770 -0.1581 1.3759
C 0.4714 0.1935 -2.1657
C 0.1997 0.0836 -0.9013
C -0.7762 0.5853 0.2033
C 0.6489 -0.7197 0.3425
H -0.9653 1.6228 0.3376
H -1.8099 0.3388 0.1040
H 1.5836 -0.1638 0.3947
H 0.8247 -1.7823 0.3089
*
```



Record 3
Below is an isolated molecule of C8H9N3O4 in a non-equilibrium geometry, with properties calculated with ωB97M-V/def2-TZVPD.

Output
HOMO level   -0.3623 Ha
ΔE to the lowest compared entry with this formula, charge and spin   219.8 kJ/mol
SMILES string   CC(=O)/C(C(N)=O)=C(\O)C1(C(C)=O)N=N1
F_max   0.069 hartree/bohr
HOMO-LUMO gap   9.46 eV

```
! wB97M-V def2-TZVPD RIJCOSX def2/J DEFGRID3
* xyz 0 1
C 3.1315 -0.3434 0.3579
C 1.9606 -1.0438 -0.1860
O 2.0718 -2.0765 -0.8166
C 0.5827 -0.4467 0.1777
C 0.5997 0.8658 0.8444
N -0.1964 0.9868 1.9528
O 1.2907 1.7744 0.3806
C -0.5723 -1.0763 -0.1464
O -0.6507 -2.2799 -0.6847
C -2.0179 -0.4697 0.0185
C -2.4136 0.8014 -0.7298
C -1.4421 1.2917 -1.7417
O -3.5768 1.1637 -0.6324
N -3.0266 -1.3310 0.5679
N -2.4754 -0.6332 1.4145
H 3.0612 0.6459 0.8518
H 3.6416 -0.9517 1.1111
H 3.9269 -0.2615 -0.4381
H -0.6019 0.1447 2.4203
H 0.1374 1.7122 2.6788
H 0.2017 -2.5592 -1.1342
H -1.2113 0.4178 -2.5500
H -0.5146 1.6188 -1.3980
H -1.9061 2.0500 -2.3186
*
```



Record 4
Below is a cluster of 2 separate species, C3H7NO in total in a non-equilibrium geometry, with properties calculated with ωB97M-V/def2-TZVPD.

Output
HOMO level   -0.3326 Ha
ΔE to the lowest compared entry with this formula, charge and spin   267.9 kJ/mol
SMILES string   C=CO.C=N
F_max   0.022 hartree/bohr
HOMO-LUMO gap   9.94 eV

```
! wB97M-V def2-TZVPD RIJCOSX def2/J DEFGRID3
* xyz 0 1
C -2.2096 1.5898 3.0084
C -1.9331 1.4167 4.2869
O -1.2326 0.3410 4.7543
H -2.9627 2.2649 2.6461
H -1.6266 1.0481 2.2762
H -2.3549 2.0729 5.0415
H -1.0455 0.5884 5.6705
C 3.0581 -1.8985 -5.7896
N 2.1168 -1.3519 -6.4155
H 2.8576 -2.6725 -5.0464
H 4.1308 -1.7629 -5.9610
H 2.4621 -0.8111 -7.2095
*
```



Record 5
Below is a cluster of 2 separate species, C7H15N3OPS in total in a non-equilibrium geometry, with properties calculated with ωB97M-V/def2-TZVPD.

Output
HOMO level (alpha / beta)   -0.4554 / -0.4558 Ha
ΔE to the lowest compared entry with this formula, charge and spin   288.7 kJ/mol
F_max   0.064 hartree/bohr
HOMO-LUMO gap (alpha / beta)   5.31 / 5.32 eV

```
! wB97M-V def2-TZVPD RIJCOSX def2/J DEFGRID3
* xyz 1 1
C 2.3481 -0.7508 -0.5197
C 1.9134 0.0889 0.6786
C 1.8511 -0.1125 -1.8135
C 0.4062 0.2550 0.7159
C 0.3374 0.0162 -1.8052
C -0.1281 0.8774 -0.6090
C -3.3931 -1.2056 1.9454
N -4.1376 2.9497 -0.5970
N -4.0798 0.8440 0.2726
N -3.9270 1.8592 -0.2558
O -1.4213 1.1389 -0.5734
P -3.3533 -0.7327 0.1761
S -4.2878 -1.9019 -1.0568
H 3.4354 -0.8347 -0.5377
H 1.9344 -1.7581 -0.4267
H 2.2362 -0.4021 1.6003
H 2.3925 1.0693 0.6434
H 2.3063 0.8736 -1.9381
H 2.1552 -0.7276 -2.6617
H -0.0932 -0.7151 0.8254
H 0.1020 0.9006 1.5409
H -0.0225 0.4792 -2.7263
H -0.1340 -0.9672 -1.7192
H 0.4003 1.8555 -0.6902
H -2.9688 -0.4100 2.5545
H -4.4234 -1.4113 2.2431
H -2.8035 -2.1142 2.0720
H -3.5480 3.5440 -1.1630
*
```



Record 6
Below is a cluster of 2 separate species, CH4IN2 in total in a non-equilibrium geometry, with properties calculated with ωB97M-V/def2-TZVPD.

Output
HOMO level   -0.4738 Ha
ΔE to the lowest compared entry with this formula, charge and spin   194.9 kJ/mol
F_max   0.073 hartree/bohr
HOMO-LUMO gap   7.94 eV

```
! wB97M-V def2-TZVPD RIJCOSX def2/J DEFGRID3
* xyz 1 1
C -1.7382 -0.2677 0.0369
N -0.4837 -0.1448 0.0693
N -2.8500 -0.4964 0.2819
I 4.0480 1.0057 0.2854
H 0.0470 0.4934 0.7232
H 0.0377 -0.2678 -0.8311
H 4.8402 0.1528 -0.6330
H -3.9010 -0.4752 0.0675
*
```



Record 7
Below is a cluster of 2 separate species, C5H16N3 in total in a non-equilibrium geometry, with properties calculated with ωB97M-V/def2-TZVPD.

Output
HOMO level   -0.4750 Ha
ΔE to the lowest compared entry with this formula, charge and spin   516.5 kJ/mol
F_max   0.054 hartree/bohr
HOMO-LUMO gap   5.68 eV

```
! wB97M-V def2-TZVPD RIJCOSX def2/J DEFGRID3
* xyz 1 1
N 0.0040 -3.4007 3.5113
C 0.4927 -0.2004 -0.0357
C 0.8745 1.1864 -0.2143
C -0.0871 2.2125 0.4407
N 0.5155 3.3205 1.1695
C 0.3755 -1.2022 -1.0759
N -1.0417 -1.2608 -1.7805
C -1.2172 -0.0858 -2.6378
H 0.0182 -2.7190 2.7588
H 0.9669 -3.7342 3.5243
H -0.5727 -4.1995 3.2490
H 0.3256 -0.6343 0.9567
H 1.9469 1.3796 0.0281
H 0.7164 1.2620 -1.2991
H -0.7515 2.7154 -0.2668
H -0.7667 1.7195 1.1647
H 0.9124 3.1420 2.0783
H 1.0976 3.9289 0.6149
H 0.6114 -2.1703 -0.6556
H 1.0173 -1.0344 -1.9432
H -1.5760 -1.0073 -0.9415
H -2.1266 -0.0943 -3.2471
H -1.3314 0.8296 -2.0318
H -0.4041 0.0467 -3.3670
*
```



Record 8
Below is a cluster of 3 separate species, C37H50IN3O13P2 in total in a non-equilibrium geometry, with properties calculated with ωB97M-V/def2-TZVPD.

Output
HOMO level   -0.3203 Ha
SMILES string   [H]/N=C(\C)Cc1c(I)cc2c(c1N)C(=O)c1c(OCCCC)c(-c3ccccn3)cc(CCOC(=O)CC)c1C2=O.COP(=O)(OC)OC.COP(=O)(OC)OC
F_max   0.160 hartree/bohr
HOMO-LUMO gap   6.49 eV

```
! wB97M-V def2-TZVPD RIJCOSX def2/J DEFGRID3
* xyz 0 1
H 1.9347 -4.1565 0.5020
N 1.5718 -4.1580 -0.4510
C 2.4231 -3.6803 -1.2526
C 3.7859 -3.2157 -0.7363
C 2.1480 -3.5653 -2.7473
C 1.2641 -2.3648 -3.0248
C -0.1249 -2.4846 -2.8714
I -1.1018 -4.2755 -2.3616
C -0.9586 -1.4004 -3.0676
C -0.3932 -0.1986 -3.4400
C 0.9675 -0.0352 -3.6471
C 1.8096 -1.1341 -3.4260
N 3.2081 -0.9719 -3.5980
C 1.4515 1.3134 -4.0906
O 2.4209 1.4123 -4.8036
C 0.6506 2.4967 -3.6155
C 1.2839 3.7291 -3.4300
O 2.5948 3.8758 -3.7166
C 3.5223 3.5450 -2.6566
C 2.9140 3.0880 -1.3407
C 4.0936 2.7826 -0.3672
C 4.3845 1.2811 -0.3028
C 0.5036 4.8000 -2.9801
C 1.0592 6.1849 -2.7811
C 0.2241 7.2626 -3.0747
C 0.7266 8.5443 -2.8901
C 2.0271 8.6259 -2.4250
C 2.7959 7.5032 -2.1915
N 2.3199 6.2708 -2.3673
C -0.8429 4.6070 -2.6971
C -1.4848 3.3901 -2.8708
C -2.9552 3.2523 -2.5219
C -3.0289 2.3412 -1.2876
O -4.2976 2.4357 -0.6311
C -5.0387 1.2897 -0.5939
O -6.2046 1.3438 -0.8854
C -4.4338 -0.0205 -0.1339
C -4.4452 -0.1905 1.3861
C -0.7144 2.3313 -3.3587
C -1.2880 0.9796 -3.6269
O -2.4497 0.8220 -3.9451
H 3.6506 -2.3840 -0.0428
H 4.2414 -4.0317 -0.1752
H 4.4427 -2.9305 -1.5561
H 1.6894 -4.4831 -3.1112
H 3.1260 -3.4853 -3.2173
H -2.0323 -1.4436 -2.9550
H 3.6775 -1.7722 -3.1965
H 3.4876 -0.2048 -2.9915
H 4.0785 4.4589 -2.4496
H 4.2132 2.7922 -3.0454
H 2.3557 2.1539 -1.4334
H 2.3361 3.8888 -0.8839
H 4.9871 3.2870 -0.7463
H 3.8325 3.1970 0.6048
H 4.4539 0.9096 -1.3316
H 3.5751 0.7695 0.2199
H 5.3414 1.0757 0.1762
H -0.7864 7.1108 -3.4210
H 0.1301 9.4241 -3.0834
H 2.4681 9.6015 -2.2550
H 3.8169 7.6166 -1.8482
H -1.4506 5.4165 -2.3135
H -3.4892 2.8151 -3.3597
H -3.3271 4.2472 -2.2799
H -2.7797 1.3374 -1.6143
H -2.2749 2.6900 -0.5776
H -3.4018 -0.1471 -0.4657
H -5.0002 -0.8171 -0.6107
H -4.0667 -1.1958 1.5941
H -5.4456 -0.1585 1.8150
H -3.7560 0.4854 1.8907
C 0.6948 -1.5434 1.1608
O 0.1296 -0.8906 2.3007
P 1.2074 -0.1088 3.2317
O 2.1214 0.5988 2.3196
O 1.8618 -1.4670 3.8569
C 0.9917 -2.4997 4.3600
O 1.3383 0.7493 4.6061
C 0.6438 0.3302 5.7981
H -0.0125 -2.3041 0.8344
H 0.8351 -0.8240 0.3545
H 1.6437 -2.0175 1.4059
H 0.9762 -3.3382 3.6660
H -0.0273 -2.1418 4.5020
H 1.3805 -2.8397 5.3175
H 1.2489 -0.3997 6.3353
H -0.3315 -0.0980 5.5730
H 0.5042 1.2058 6.4268
C -1.7812 -7.3343 3.0035
O -2.5402 -6.1271 2.9056
P -2.4600 -5.1162 4.2207
O -1.0017 -5.2595 4.5024
O -3.3987 -6.1601 5.0830
C -4.7141 -6.4861 4.6090
O -2.6972 -3.9345 5.3675
C -4.0155 -3.4084 5.6229
H -2.2096 -8.0271 2.2796
H -0.7419 -7.1442 2.7482
H -1.8479 -7.7656 4.0009
H -4.7100 -7.4951 4.1972
H -5.0611 -5.7957 3.8393
H -5.4018 -6.4463 5.4522
H -4.5290 -4.0434 6.3454
H -4.6093 -3.3352 4.7132
H -3.9032 -2.4129 6.0454
*
```



Record 9
Below is a cluster of 2 separate species, H4O2 in total in a non-equilibrium geometry, with properties calculated with ωB97M-V/def2-TZVPD.

Output
HOMO level   -0.4223 Ha
ΔE to the lowest compared entry with this formula, charge and spin   12.7 kJ/mol
SMILES string   O.O
F_max   0.029 hartree/bohr
HOMO-LUMO gap   12.44 eV

```
! wB97M-V def2-TZVPD RIJCOSX def2/J DEFGRID3
* xyz 0 1
O -0.9825 -0.5653 -1.1708
H -0.7404 0.2950 -0.7664
H -1.5136 -0.2832 -1.8974
O 1.0182 0.5630 1.1722
H 1.5365 -0.1629 0.7847
H 0.4320 0.1698 1.8677
*
```



Record 10
Below is a cluster of 2 separate species, C3HO3 in total in a non-equilibrium geometry, with properties calculated with ωB97M-V/def2-TZVPD.

Output
HOMO level   -0.0932 Ha
ΔE to the lowest compared entry with this formula, charge and spin   171.6 kJ/mol
F_max   0.051 hartree/bohr
HOMO-LUMO gap   5.89 eV

```
! wB97M-V def2-TZVPD RIJCOSX def2/J DEFGRID3
* xyz -1 1
C 0.6250 1.1099 -0.4693
C -0.8658 -1.5876 1.2205
C 0.2044 2.1077 -1.1885
O -0.7306 -2.2479 0.2589
O -0.8115 -0.8885 2.1600
O 1.2176 0.2394 0.1227
H 0.3609 1.2671 -2.1043
*
```



Record 11
Below is a structure of composition C9H14ClI2NOPSSn in a non-equilibrium geometry, with properties calculated with ωB97M-V/def2-TZVPD.

Output
HOMO level (alpha / beta)   -0.6989 / -0.6984 Ha
ΔE to the lowest compared entry with this formula, charge and spin   0.0 kJ/mol
F_max   0.060 hartree/bohr
HOMO-LUMO gap (alpha / beta)   5.47 / 5.07 eV

```
! wB97M-V def2-TZVPD RIJCOSX def2/J DEFGRID3
* xyz 3 1
I 2.3566 -3.0511 -1.6240
I -1.3574 -2.8700 -0.9373
Sn 0.7169 -0.9239 -0.4334
P 0.0675 0.4918 -2.8208
C -1.5692 0.7081 -3.5853
C 0.8590 2.0651 -3.2245
H 1.9078 -0.8130 -3.6568
H 0.8545 -0.2391 -4.9874
H 0.3527 -1.6276 -3.9647
C 0.8687 -0.6587 -3.9751
H 1.8755 2.0862 -2.8102
H 0.9013 2.1541 -4.3175
H -1.4029 0.9730 -4.6499
H -2.1204 1.5282 -3.0834
H 0.2815 2.9044 -2.8115
H -2.1554 -0.2288 -3.5240
C -2.4056 -0.0588 -0.5983
O -3.5138 -0.0973 -0.3323
Cl 2.9136 0.2768 -0.6029
S 1.0885 -1.9065 2.0312
C 0.5079 -0.7937 3.1957
N -0.7095 -1.1322 3.7814
C -1.1163 -0.6229 4.9835
C -0.3761 0.3799 5.5854
C 0.7070 0.9263 4.8915
C 1.1230 0.3674 3.6939
H -1.1651 -1.9713 3.4054
H -2.0347 -1.0906 5.3696
H -0.6617 0.7288 6.5849
H 1.2527 1.7748 5.3203
H 1.9534 0.7207 3.0966
*
```



Record 12
Below is a cluster of 3 separate species, C38H62ClN2O8S4 in total in a non-equilibrium geometry, with properties calculated with ωB97M-V/def2-TZVPD.

Output
HOMO level   -0.3614 Ha
ΔE to the lowest compared entry with this formula, charge and spin   810.6 kJ/mol
F_max   0.098 hartree/bohr
HOMO-LUMO gap   6.91 eV

```
! wB97M-V def2-TZVPD RIJCOSX def2/J DEFGRID3
* xyz 1 1
C -1.7004 7.7640 2.6535
C -1.9560 6.6262 1.5177
C -1.1485 5.2597 1.7673
C -2.0339 4.0411 2.3689
C -3.0703 4.7337 3.4038
C -2.7085 3.0970 1.2646
Cl -3.5011 4.0968 -0.0954
C -1.4554 2.3660 0.4891
C -0.6388 1.3455 1.4167
N -1.4903 0.4066 2.2260
C -1.7792 -0.8716 1.4500
C -0.8078 -2.0932 1.8411
C 0.0529 -2.6747 0.6184
S -0.9434 -3.5743 -0.6660
C 0.0982 -4.9422 -1.4178
S -0.6595 -6.4554 -1.4570
N 1.4494 -4.6831 -1.9501
C 2.3686 -5.8236 -1.7729
C 3.2314 -6.4551 -2.9162
C 4.1993 -7.6749 -2.6786
C 4.3465 -8.2930 -1.2679
C 3.5112 -7.6498 -0.1229
C 2.5636 -6.4555 -0.3520
C 1.4272 -4.1689 -3.3372
C 2.4891 -3.0591 -3.6691
C 2.5726 -2.4911 -5.1088
C 1.5999 -3.0665 -6.1642
C 0.5184 -4.1523 -5.8482
C 0.4355 -4.7251 -4.4033
C -2.7144 1.0328 2.8333
C -3.6022 1.8858 1.7921
C -5.0140 2.1870 2.4456
C -6.1583 2.7442 1.4449
C -6.4253 4.3082 1.7549
C -7.9879 4.7210 1.5867
O -8.7334 4.5755 2.5796
O -8.4919 5.2791 0.3578
C -8.0249 6.6764 0.2532
C -9.2134 7.7296 0.4908
H -2.5242 7.6349 3.4580
H -0.7117 7.5424 3.1777
H -1.7742 8.8282 2.2461
H -3.0770 6.4798 1.2889
H -1.5217 7.0837 0.5449
H -0.3452 5.4987 2.5675
H -0.5774 5.0047 0.8157
H -1.3035 3.4432 3.0416
H -3.3449 3.9057 4.1667
H -2.4509 5.4910 4.0209
H -3.9802 5.2029 2.9070
H -1.9791 1.7102 -0.3129
H -0.8106 3.1007 -0.0934
H 0.0839 1.8983 2.1136
H 0.0263 0.6873 0.7377
H -0.8995 0.0993 3.0313
H -1.7165 -0.6904 0.3237
H -2.8506 -1.2089 1.7195
H -1.4447 -2.9464 2.2956
H -0.0439 -1.8313 2.6736
H 0.6385 -1.8239 0.1256
H 0.7769 -3.4540 1.0747
H 3.1974 -6.0550 -3.9798
H 4.7829 -8.0818 -3.5825
H 5.0468 -9.1793 -1.1070
H 3.6174 -8.0827 0.9230
H 1.9682 -6.0083 0.5280
H 3.1892 -2.6980 -2.8425
H 3.3664 -1.6891 -5.3111
H 1.6788 -2.6752 -7.2335
H -0.1959 -4.5601 -6.6549
H -0.3410 -5.5403 -4.1973
H -3.4063 0.2140 3.2611
H -2.4192 1.6855 3.7311
H -3.7823 1.1804 0.8889
H -5.4269 1.1658 2.8148
H -5.0307 2.8576 3.3657
H -5.8553 2.6289 0.3489
H -7.1680 2.2182 1.5747
H -6.1642 4.6071 2.8396
H -5.8448 5.0258 1.0831
H -7.1593 6.9043 0.9754
H -7.6272 6.7793 -0.8254
H -9.7417 7.4370 1.4606
H -8.8259 8.8128 0.5489
H -9.9787 7.6126 -0.3528
O 2.1058 1.3686 -1.6613
S 1.9190 1.3709 -3.0905
O 2.8998 0.8184 -3.9886
O 1.5500 2.8703 -3.5708
C 2.4577 3.9269 -3.2547
C 3.7064 3.8775 -4.1166
C 0.3583 0.6174 -3.4593
H 2.7113 3.9093 -2.1901
H 1.9315 4.8662 -3.4437
H 4.2942 2.9810 -3.9080
H 4.3421 4.7447 -3.9285
H 3.4415 3.8507 -5.1761
H -0.4061 1.0449 -2.8113
H 0.4549 -0.4537 -3.2720
H 0.1228 0.7893 -4.5091
O 6.1851 -6.3824 3.0735
S 6.8136 -6.3302 1.7792
O 6.9353 -7.4970 0.9448
O 8.2661 -5.6331 1.9270
C 9.2038 -6.2065 2.8379
C 9.7948 -7.4988 2.3035
C 6.0411 -5.0545 0.8234
H 8.7420 -6.3589 3.8184
H 10.0061 -5.4762 2.9711
H 9.0318 -8.2755 2.2181
H 10.5774 -7.8711 2.9672
H 10.2136 -7.3465 1.3060
H 5.9680 -4.1512 1.4279
H 5.0450 -5.4046 0.5473
H 6.6332 -4.8787 -0.0743
*
```



- F_max of number 11 (C9H14ClI2NOPSSn)?
  0.060 hartree/bohr



- Among the records above, which one has the lowest F_max?
  C3H7NO



- Look up the F_max of the tenth one.
  0.051 hartree/bohr